# CH4O3PS

A gas-phase ion, CH4O3PS (charge -1) (the ωB97M-V functional and the def2-TZVPD basis, the Open Molecules 2025 dataset).

Each atom is followed by the atoms it is bonded to, with distances in Å.
Geometry (Å):
1 C -2.08217 -0.40875 0.17974  P5 1.748, H7 1.160, H8 1.079
2 O 2.30735 -0.47569 1.34479  S6 1.439
3 O 2.16627 1.38767 -0.19870  S6 1.458
4 O 2.08698 -0.91947 -1.10475  S6 1.477
5 P -0.50398 0.23499 -0.20698  C1 1.748, S6 2.411, H9 1.392, H10 1.343
6 S 1.87933 -0.02013 0.04858  O2 1.439, O3 1.458, O4 1.477, P5 2.411
7 H -1.94714 -0.74019 1.28284  C1 1.160
8 H -2.49622 -1.24446 -0.36335  C1 1.079
9 H -0.76702 1.43076 0.45507  P5 1.392
10 H -0.64341 0.75528 -1.43724  P5 1.343

Summary:
LUMO energy in eV: 4.07
Charge: -1
Structure (SMILES): C=[PH2]S(=O)(=O)[O-]
Molecular weight in g mol⁻¹: 127.08
ΔE to the lowest compared entry with this formula, charge and spin in kcal per mole: 100.7
HOMO-LUMO gap in hartree: 0.2789
Largest force on an atom in eV/A: 2.6
2S+1: 1

=====

# CH4O3S

A single CH4O3S molecule (the ωB97M-V functional and the def2-TZVPD basis, the Open Molecules 2025 dataset).

Each atom is followed by the atoms it is bonded to, with distances in Å.
Geometry (Å):
1 C -0.00754 -0.05950 -0.14061  O2 1.331, O3 1.443, O4 1.337, S5 2.138
2 O -1.20002 -0.45492 0.29796  C1 1.331, H6 0.954
3 O 0.79743 -1.18703 -0.54277  C1 1.443, H7 1.006
4 O -0.17222 0.85760 -1.09877  C1 1.337, H8 0.962
5 S 0.94019 0.48010 1.69853  C1 2.138, H9 1.316
6 H -1.84078 -0.13474 -0.33207  O2 0.954
7 H 0.58634 -1.86412 0.17109  O3 1.006
8 H 0.53617 0.70129 -1.73119  O4 0.962
9 H 0.36045 1.66130 1.67784  S5 1.316

Summary:
LUMO energy in eV: 0.43
Charge: 0
Structure (SMILES): OC(O)(O)S
Molecular weight in g mol⁻¹: 96.11
ΔE to the lowest compared entry with this formula, charge and spin in kcal per mole: 27.0
HOMO-LUMO gap in hartree: 0.3478
Largest force on an atom in eV/A: 3.7
2S+1: 1

=====

# CH4O3S

2 unconnected molecules or ions with the total composition CH4O3S (the ωB97M-V functional and the def2-TZVPD basis, the Open Molecules 2025 dataset).

Each atom is followed by the atoms it is bonded to, with distances in Å.
Geometry (Å):
1 C -1.00558 0.12383 -0.65273  O2 1.363, O3 1.314, S5 1.653
2 O -1.99045 0.97587 -0.25079  C1 1.363, H6 0.897
3 O 0.15321 0.72562 -0.80057  C1 1.314, H7 1.058
4 O 1.77530 -0.87961 0.75293  H8 0.910, H9 0.907
5 S -1.43391 -1.46463 -0.81024  C1 1.653
6 H -1.70252 1.70360 0.18803  O2 0.897
7 H 0.95904 0.04063 -0.78830  O3 1.058
8 H 1.04004 -1.06238 1.25622  O4 0.910
9 H 2.20486 -0.16293 1.10545  O4 0.907

Summary:
LUMO energy in eV: 0.25
Charge: 0
Structure (SMILES): OC(O)=S.O
Molecular weight in g mol⁻¹: 96.11
ΔE to the lowest compared entry with this formula, charge and spin in kcal per mole: 19.8
HOMO-LUMO gap in hartree: 0.3328
Largest force on an atom in eV/A: 4.7
2S+1: 1

=====

# CH4O4Si

2 unconnected molecules or ions with the total composition CH4O4Si (the ωB97M-V functional and the def2-TZVPD basis, the Open Molecules 2025 dataset).

Each atom is followed by the atoms it is bonded to, with distances in Å.
Geometry (Å):
1 C -1.44144 0.63637 -1.23117  O2 1.214, O5 1.316, H7 1.146
2 O -2.55000 1.06823 -1.47424  C1 1.214
3 O 0.94611 -0.53068 2.30976  Si6 1.633, H8 1.021
4 O 1.30284 -0.93938 -0.24350  Si6 1.637, H9 0.914
5 O -0.27150 1.23828 -1.21831  C1 1.316, H10 1.023
6 Si 1.58802 0.13109 0.96183  O3 1.633, O4 1.637
7 H -1.38225 -0.41128 -0.77158  C1 1.146
8 H 0.53515 -0.02746 3.09694  O3 1.021
9 H 0.80913 -1.70286 -0.33465  O4 0.914
10 H 0.46395 0.53768 -1.09509  O5 1.023

Summary:
LUMO energy in eV: 0.24
Charge: 0
Molecular weight in g mol⁻¹: 108.12
ΔE to the lowest compared entry with this formula, charge and spin in kcal per mole: 52.2
HOMO-LUMO gap in hartree: 0.3634
Largest force on an atom in eV/A: 3.4
2S+1: 1